# 1
Below is a cluster of 2 separate species, C4H13N3S in total in a non-equilibrium geometry, with properties calculated with wB97M-V/def2-TZVPD.

The geometry in XYZ format:
```
21
Properties=species:S:1:pos:R:3:forces:R:3:lowdin_spin:R:1
C -0.5329 -1.4440 1.5023 -1.216 0.347 0.240 0.00
C 0.7302 -1.4363 1.1256 0.590 -0.180 0.131 0.00
N 1.7114 -0.7569 1.9005 0.264 -2.307 2.722 0.00
N -1.5895 -1.5590 0.4870 0.695 -1.325 -0.286 -0.01
H -0.8489 -1.3568 2.5734 0.087 0.708 -1.310 0.00
H 1.0332 -2.0342 0.2302 -0.058 1.093 0.322 0.00
H 1.5560 0.2217 1.7902 -0.164 0.948 -0.191 0.00
H 1.5384 -0.9618 2.9583 0.610 0.436 -2.420 0.00
H -2.3588 -2.0811 0.8999 -0.564 0.411 -0.275 0.00
H -1.2295 -2.1999 -0.2324 -0.076 -0.086 0.183 0.00
H -1.6756 -0.4721 -0.5039 -0.115 -0.026 0.966 0.02
C 1.3348 1.3367 -0.8525 -0.475 -0.222 1.090 0.03
C 0.3811 0.4153 -1.6585 0.565 0.929 -0.637 0.08
S -1.3920 0.7588 -1.4731 0.376 -0.073 -0.076 0.81
N 0.8530 1.7462 0.4971 -0.208 0.605 -0.297 0.03
H 1.5020 2.2304 -1.3526 0.260 1.434 -1.608 0.00
H 2.3121 0.8579 -0.7632 -0.200 -0.340 0.007 0.00
H 0.5175 -0.5577 -1.2903 0.146 -1.341 0.196 0.00
H 0.6684 0.4536 -2.7443 -0.481 0.091 0.926 0.02
H -0.1656 1.7712 0.4769 0.093 0.026 0.293 0.01
H 1.1187 2.7451 0.6324 -0.128 -1.128 0.026 0.00
```
Forces are in eV/Å.

Output
ΔE to the lowest compared entry with this formula, charge and spin ... 2.945 eV
Charge ... +1
Highest occupied orbital energy (alpha / beta) ... -12.621 / -12.613 eV
Orbital gap (alpha / beta) ... 9.648 / 4.779 eV
Largest force on an atom ... 3.58 eV/A
Expectation value of S² ... 0.754
Spin multiplicity ... 2

# 2
Below is an isolated molecule of C5H7P in a non-equilibrium geometry, with properties calculated with wB97M-V/def2-TZVPD.

The geometry in XYZ format:
```
13
Properties=species:S:1:pos:R:3:forces:R:3:nbo_charge:R:1
C 0.0624 0.9458 -1.1860 -1.228 1.564 0.894 0.05
C 0.6883 -0.0945 -1.5877 0.867 0.781 -0.367 -0.14
C -0.3477 1.8300 0.0194 -2.011 -1.072 -0.022 -0.44
C 0.2653 0.7537 0.9438 -0.030 -1.340 -1.177 -0.41
C 0.3211 -0.3945 -0.1602 -0.335 -0.088 1.155 -0.33
P -0.0314 -2.1528 -0.0567 0.748 0.107 -1.023 0.46
H 0.0211 2.8781 0.0837 -0.307 -0.937 -0.285 0.24
H -1.5307 1.7347 0.2246 2.602 0.636 -0.903 0.23
H 1.3147 0.9285 1.1180 0.294 0.393 0.686 0.22
H -0.3214 0.4642 1.8240 0.338 0.265 -0.195 0.23
H -1.2494 -1.9798 0.6627 -0.818 0.146 0.405 -0.06
H 1.3608 -2.5179 -0.5150 0.028 -0.306 -0.052 -0.08
H -0.5531 -2.3955 -1.3705 -0.149 -0.150 0.883 0.01
```
Forces are in eV/Å.

Output
ΔE to the lowest compared entry with this formula, charge and spin ... 7.992 eV
Charge ... 0
Highest occupied orbital energy (alpha / beta) ... -7.228 / -6.600 eV
Orbital gap (alpha / beta) ... 7.402 / 6.601 eV
Largest force on an atom ... 2.83 eV/A

# 3
Below is a structure of composition Cl2O3PS in a non-equilibrium geometry, with properties calculated with wB97M-V/def2-TZVPD.

The geometry in XYZ format:
```
7
Properties=species:S:1:pos:R:3:forces:R:3:nbo_charge:R:1
O -0.9385 0.9014 -2.0632 -0.317 -0.502 1.021 -0.94
O 0.7552 -2.0964 1.8664 -0.473 0.853 0.034 -1.05
O -2.0319 0.7430 0.1787 0.529 0.418 -0.641 -0.96
P 0.5161 -0.7640 1.2562 1.016 -1.856 -0.168 1.31
S -0.8718 0.4447 -0.6696 -1.834 0.186 -0.953 1.58
Cl 1.6926 -0.9130 -0.5391 1.038 -1.603 0.089 -0.44
Cl 0.8783 1.6843 -0.0295 0.042 2.504 0.618 -0.50
```
Forces are in eV/Å.

Output
ΔE to the lowest compared entry with this formula, charge and spin ... 1.456 eV
Charge ... -1
Highest occupied orbital energy ... -5.224 eV
Orbital gap ... 8.227 eV
Largest force on an atom ... 2.58 eV/A

# 4
Below is a structure of composition C10H9CsF6N5O4S3, with properties calculated with wB97M-V/def2-TZVPD.

The geometry in XYZ format:
```
38
Properties=species:S:1:pos:R:3:forces:R:3:nbo_charge:R:1
Cs 0.0305 -0.1019 1.2598 0.018 -0.045 0.120 0.96
C 4.7189 2.5239 0.7178 0.022 -0.040 0.008 -0.68
C 3.2476 2.2141 0.7049 -0.058 -0.042 0.048 0.14
N 2.6545 1.6032 1.6704 0.091 0.068 -0.062 -0.22
N 3.4591 1.2120 2.6863 -0.035 -0.039 0.017 -0.51
C 2.8261 0.9140 3.8121 0.003 0.052 -0.005 0.28
N 3.6522 0.3454 4.7524 0.016 -0.001 -0.020 -0.81
S 1.1965 1.1762 4.2643 -0.059 -0.044 0.003 -0.51
C 2.4063 2.6587 -0.4274 0.011 0.018 -0.012 0.19
C 2.8089 3.7331 -1.2292 0.009 0.005 0.003 -0.26
C 2.0040 4.1510 -2.2712 -0.044 -0.027 -0.009 -0.17
C 0.8079 3.4895 -2.5053 0.028 0.030 -0.004 -0.28
C 0.4826 2.4379 -1.6641 -0.008 -0.027 0.020 0.05
N 1.2464 2.0251 -0.6582 0.041 0.051 -0.062 -0.45
H 5.2462 1.6715 1.1439 0.005 0.007 -0.006 0.25
H 4.9425 3.3759 1.3659 -0.016 0.014 -0.011 0.22
H 5.1061 2.7281 -0.2797 -0.018 0.003 -0.009 0.20
H 4.6400 0.4497 4.5841 -0.002 -0.007 0.008 0.38
H 3.3252 0.3855 5.7008 -0.002 0.004 0.000 0.39
H 3.7361 4.2467 -1.0186 0.002 -0.009 0.007 0.22
H 2.3051 4.9870 -2.8905 -0.006 0.000 -0.004 0.21
H 0.1444 3.7732 -3.3103 0.000 0.004 -0.002 0.21
H -0.4442 1.8902 -1.8111 -0.003 -0.002 -0.002 0.19
F -4.8849 -1.0896 1.7509 -0.011 -0.005 -0.007 -0.31
C -5.0021 -1.5387 0.5017 -0.002 0.006 -0.008 0.72
F -5.6629 -0.6199 -0.2134 0.007 -0.010 0.003 -0.32
F -5.7260 -2.6565 0.5151 0.005 -0.002 0.000 -0.31
S -3.3533 -1.8064 -0.2755 -0.031 0.020 0.028 2.26
O -2.7123 -0.5186 -0.1697 0.104 0.016 0.010 -0.97
O -3.6276 -2.3088 -1.5894 -0.005 -0.006 0.000 -0.93
N -2.8291 -2.8689 0.7622 -0.089 -0.008 -0.057 -1.25
S -1.4985 -3.6865 0.6642 0.004 -0.131 0.071 2.27
O -1.2587 -4.3468 1.9101 0.014 0.050 -0.008 -0.92
O -0.4157 -2.9804 0.0273 0.030 0.104 -0.039 -0.97
C -1.8540 -5.0824 -0.4926 -0.011 -0.018 -0.025 0.71
F -2.9811 -5.7072 -0.1448 0.007 -0.002 -0.010 -0.32
F -1.9659 -4.6725 -1.7529 -0.006 0.005 0.015 -0.31
F -0.8487 -5.9642 -0.4294 -0.012 0.006 0.001 -0.32
```
Forces are in eV/Å.

Output
ΔE to the lowest compared entry with this formula, charge and spin ... 0.000 eV
Charge ... -1
Highest occupied orbital energy ... -4.647 eV
Orbital gap ... 6.806 eV
Largest force on an atom ... 0.15 eV/A

> Look up the largest force on an atom of the second one.

2.83 eV/A